This record from the OMol25 dataset describes a cluster of 8 separate species, C40H79N2O9 in total at a distorted geometry. The level of theory is ωB97M-V/def2-TZVPD.

Structure (ORCA input):
```
! RIJCOSX wB97M-V def2-TZVPD def2/J DEFGRID3
* xyz 0 2
C 1.41 5.48 -0.38
C 1.45 5.16 -1.89
C 0.33 5.97 -2.53
C 2.80 5.65 -2.44
C 4.00 4.70 -2.38
C 4.92 4.91 -3.59
C 5.69 6.24 -3.56
C 4.89 7.41 -4.08
N 4.36 7.25 -5.37
O 4.78 8.43 -3.45
C 3.58 3.21 -2.33
C 2.17 2.93 -2.83
C 1.91 1.44 -2.58
C 1.98 3.17 -4.34
N 1.22 3.69 -2.00
O -0.01 3.38 -2.20
H 2.22 4.96 0.12
H 0.48 5.08 0.02
H 1.47 6.55 -0.21
H 0.64 7.01 -2.55
H 0.08 5.61 -3.52
H -0.54 5.93 -1.89
H 3.02 6.59 -1.94
H 2.64 5.92 -3.49
H 4.58 4.94 -1.49
H 5.66 4.12 -3.54
H 4.39 4.75 -4.53
H 6.52 6.14 -4.26
H 6.09 6.46 -2.59
H 3.64 6.54 -5.40
H 3.96 8.14 -5.64
H 4.26 2.58 -2.89
H 3.60 2.91 -1.28
H 2.19 1.20 -1.56
H 2.56 0.91 -3.27
H 0.90 1.16 -2.83
H 1.23 2.51 -4.76
H 2.93 3.00 -4.83
H 1.73 4.21 -4.53
C 3.84 0.03 2.18
C 3.30 -1.37 1.92
C 1.94 -1.08 1.31
O 2.08 0.17 0.60
C 3.31 0.79 0.96
H 4.92 0.08 2.27
H 3.40 0.44 3.09
H 3.94 -1.89 1.20
H 3.23 -1.99 2.82
H 1.18 -0.95 2.08
H 1.62 -1.85 0.62
H 4.00 0.71 0.12
H 3.13 1.85 1.17
C -0.61 -6.07 -0.18
C -1.61 -4.93 -0.08
C -1.01 -4.10 1.04
O 0.40 -4.27 0.97
C 0.71 -5.36 0.08
H -0.62 -6.58 -1.15
H -0.80 -6.81 0.60
H -1.62 -4.35 -1.01
H -2.63 -5.26 0.13
H -1.35 -4.45 2.03
H -1.25 -3.03 0.96
H 1.13 -4.94 -0.84
H 1.45 -6.00 0.54
C -0.80 -3.11 5.07
C -0.29 -2.66 6.43
C 1.21 -2.88 6.29
O 1.52 -2.67 4.91
C 0.31 -2.62 4.15
H -1.77 -2.70 4.81
H -0.87 -4.20 5.03
H -0.50 -1.60 6.58
H -0.71 -3.22 7.27
H 1.49 -3.91 6.55
H 1.81 -2.20 6.90
H 0.14 -1.58 3.85
H 0.42 -3.23 3.25
C 4.90 -8.64 -0.94
C 4.10 -8.50 -2.23
C 2.68 -8.39 -1.71
O 2.77 -7.76 -0.42
C 4.13 -7.73 0.00
H 5.95 -8.37 -1.04
H 4.85 -9.68 -0.58
H 4.39 -7.58 -2.74
H 4.24 -9.33 -2.93
H 2.23 -9.38 -1.58
H 2.03 -7.80 -2.35
H 4.49 -6.69 -0.07
H 4.19 -8.04 1.04
C -4.73 6.22 -3.10
C -5.20 5.31 -1.97
C -3.88 4.90 -1.33
O -2.98 6.01 -1.51
C -3.54 6.93 -2.45
H -5.49 6.91 -3.46
H -4.38 5.62 -3.95
H -5.80 5.87 -1.26
H -5.78 4.45 -2.31
H -3.45 4.03 -1.82
H -3.98 4.69 -0.26
H -3.87 7.82 -1.90
H -2.78 7.22 -3.17
C -3.71 -8.88 3.47
C -4.96 -8.79 2.61
C -4.47 -7.96 1.43
O -3.08 -8.26 1.27
C -2.62 -8.98 2.41
H -3.71 -9.71 4.16
H -3.59 -7.96 4.04
H -5.26 -9.78 2.27
H -5.82 -8.34 3.11
H -4.57 -6.88 1.63
H -5.00 -8.18 0.50
H -2.45 -10.03 2.12
H -1.67 -8.56 2.74
C -6.58 4.80 3.38
C -7.82 4.97 2.51
C -7.28 5.79 1.35
O -5.91 5.42 1.19
C -5.49 4.66 2.33
H -6.63 3.96 4.06
H -6.42 5.71 3.97
H -8.16 3.99 2.15
H -8.66 5.45 3.01
H -7.33 6.86 1.56
H -7.81 5.60 0.41
H -5.37 3.61 2.02
H -4.52 5.02 2.67
*
```

Gap between HOMO and LUMO (alpha / beta) in eV: 8.58 / 9.63
<S²>: 0.75
HOMO (alpha / beta) in eV: -7.9 / -8.9
LUMO energy (alpha / beta) in eV: 0.7 / 0.7

Results of the Mulliken charge analysis, in e, for atoms 1 through 8: number 1, C, carries -2.0321; number 2, C, carries 1.6899; number 3, C, carries -1.8385; number 4, C, carries -1.8013; number 5, C, carries 0.9748; number 6, C, carries -1.2019; number 7, C, carries -0.7160; number 8, C, carries 0.5213

=====

This record from the OMol25 dataset describes a cluster of 4 separate species, C17H29ClN2O15S3 in total at a distorted geometry. The level of theory is ωB97M-V/def2-TZVPD.

Structure (ORCA input):
```
! RIJCOSX wB97M-V def2-TZVPD def2/J DEFGRID3
* xyz 0 1
C -4.48 0.34 -0.26
C -4.18 -1.08 0.19
O -3.73 -1.85 -0.91
C -2.33 -1.80 -1.05
C -1.60 -2.69 -0.04
O -0.47 -1.99 0.42
C -0.01 -2.50 1.64
C 1.02 -1.60 2.24
O 1.98 -1.21 1.29
C 2.80 -0.18 1.73
C 2.74 1.06 0.79
Cl 2.14 2.47 1.73
C 1.77 0.83 -0.28
N 1.05 0.60 -1.16
C 4.12 1.36 0.12
C 4.21 2.78 -0.16
N 4.22 3.91 -0.43
H -3.53 0.83 -0.42
H -5.05 0.34 -1.18
H -5.05 0.83 0.53
H -5.09 -1.56 0.55
H -3.49 -1.05 1.02
H -1.94 -0.79 -0.99
H -2.11 -2.20 -2.03
H -2.27 -2.92 0.78
H -1.27 -3.61 -0.51
H -0.84 -2.51 2.35
H 0.33 -3.53 1.54
H 1.47 -2.16 3.06
H 0.50 -0.75 2.67
H 3.82 -0.54 1.84
H 2.47 0.16 2.70
H 4.11 0.90 -0.87
H 4.97 1.02 0.69
O -3.36 -1.36 3.08
S -2.79 -1.91 4.26
O -1.41 -1.79 4.55
O -3.22 -3.45 4.36
C -3.91 -3.70 5.59
C -4.58 -2.38 5.92
O -3.62 -1.39 5.53
H -3.18 -3.97 6.35
H -4.63 -4.51 5.47
H -4.81 -2.28 6.98
H -5.49 -2.23 5.33
O 6.00 -1.21 -2.57
S 6.64 0.02 -2.84
O 7.76 0.46 -2.10
O 5.52 1.17 -2.83
C 5.51 1.86 -4.09
C 5.98 0.83 -5.09
O 7.00 0.09 -4.40
H 6.21 2.70 -4.02
H 4.52 2.24 -4.31
H 6.39 1.28 -5.99
H 5.18 0.14 -5.36
O -4.15 4.36 -2.13
S -3.41 3.67 -3.11
O -4.00 3.15 -4.29
O -2.59 2.50 -2.38
C -1.18 2.65 -2.62
C -0.99 4.14 -2.80
O -2.14 4.57 -3.53
H -0.92 2.10 -3.52
H -0.61 2.25 -1.78
H -0.08 4.38 -3.35
H -0.98 4.66 -1.84
*
```

SMILES: CCOCCOCCOC[C@](Cl)(C#N)CC#N.O=S1(=O)OCCO1.O=S1(=O)OCCO1.O=S1(=O)OCCO1
Gap between HOMO and LUMO in eV: 9.41
HOMO in eV: -9.1
LUMO energy in eV: 0.3

Results of the Mulliken charge analysis, in e, for atoms 1 through 8: number 1, C, carries -1.1125; number 2, C, carries -0.0854; number 3, O, carries -0.4662; number 4, C, carries -0.2118; number 5, C, carries -0.5175; number 6, O, carries -0.1466; number 7, C, carries 0.1748; number 8, C, carries -0.5877

=====

This record from the OMol25 dataset describes a cluster of 2 separate species, C5H11NO in total at a distorted geometry. The level of theory is ωB97M-V/def2-TZVPD.

Structure (ORCA input):
```
! RIJCOSX wB97M-V def2-TZVPD def2/J DEFGRID3
* xyz 0 1
C -1.81 -0.60 -1.36
C -1.11 0.50 -1.04
C 0.27 0.36 -0.57
C 0.83 1.22 0.30
C 2.03 0.85 1.11
N 0.33 2.47 0.71
H -2.84 -0.67 -1.02
H -1.34 -1.52 -1.69
H -1.64 1.45 -1.06
H 0.85 -0.43 -1.03
H 2.63 0.09 0.60
H 2.70 1.67 1.34
H 1.80 0.27 2.02
H 0.45 2.61 1.71
H -0.63 2.66 0.46
O -0.66 -3.44 0.08
H -0.31 -4.20 -0.34
H -1.57 -3.30 -0.22
*
```

SMILES: C=C/C=C(/C)N.O
Energy relative to the best compared isomer or geometry (same formula, charge and spin) in kcal per mole: 58.9
Gap between HOMO and LUMO in eV: 8.40
HOMO in eV: -7.5
LUMO energy in eV: 0.9

Results of the Mulliken charge analysis, in e, for atoms 1 through 8: number 1, C, carries -0.7244; number 2, C, carries -0.2421; number 3, C, carries -0.2189; number 4, C, carries 0.5942; number 5, C, carries -1.3757; number 6, N, carries -0.5400; number 7, H, carries 0.1905; number 8, H, carries 0.2693

=====

This record from the OMol25 dataset describes a cluster of 2 separate species, C6H10O in total. The level of theory is ωB97M-V/def2-TZVPD.

Structure (ORCA input):
```
! RIJCOSX wB97M-V def2-TZVPD def2/J DEFGRID3
* xyz 0 1
C 2.07 -0.54 -0.19
C 1.21 0.34 0.29
C -0.23 0.24 -0.04
C -1.08 -0.97 -0.41
O -2.30 -0.17 -0.27
C -1.56 0.95 0.19
C -0.68 1.41 -0.90
H 1.71 -1.45 -0.68
H 3.14 -0.39 -0.08
H 1.51 1.31 0.68
H -0.90 -1.36 -1.43
H -1.15 -1.82 0.29
H -1.95 1.55 1.01
H -0.10 2.32 -0.69
H -0.86 1.19 -1.94
H 0.90 -1.31 1.87
H 0.28 -1.30 2.28
*
```

SMILES: C=C[C@@]12CO[C@@H]1C2.[H][H]
Energy relative to the best compared isomer or geometry (same formula, charge and spin) in kcal per mole: 89.7
Gap between HOMO and LUMO in eV: 10.09
HOMO in eV: -9.0
LUMO energy in eV: 1.1

Results of the Mulliken charge analysis, in e, for atoms 1 through 8: number 1, C, carries -0.7375; number 2, C, carries -0.5307; number 3, C, carries 0.7279; number 4, C, carries -0.3378; number 5, O, carries -0.4382; number 6, C, carries -0.2655; number 7, C, carries -0.6880; number 8, H, carries 0.2348

=====

> What is the formula in the first record?

C40H79N2O9

=====

Repeat the fourth record exactly.
This record from the OMol25 dataset describes a cluster of 2 separate species, C6H10O in total. The level of theory is ωB97M-V/def2-TZVPD.

Structure (ORCA input):
```
! RIJCOSX wB97M-V def2-TZVPD def2/J DEFGRID3
* xyz 0 1
C 2.07 -0.54 -0.19
C 1.21 0.34 0.29
C -0.23 0.24 -0.04
C -1.08 -0.97 -0.41
O -2.30 -0.17 -0.27
C -1.56 0.95 0.19
C -0.68 1.41 -0.90
H 1.71 -1.45 -0.68
H 3.14 -0.39 -0.08
H 1.51 1.31 0.68
H -0.90 -1.36 -1.43
H -1.15 -1.82 0.29
H -1.95 1.55 1.01
H -0.10 2.32 -0.69
H -0.86 1.19 -1.94
H 0.90 -1.31 1.87
H 0.28 -1.30 2.28
*
```

SMILES: C=C[C@@]12CO[C@@H]1C2.[H][H]
Energy relative to the best compared isomer or geometry (same formula, charge and spin) in kcal per mole: 89.7
Gap between HOMO and LUMO in eV: 10.09
HOMO in eV: -9.0
LUMO energy in eV: 1.1

Results of the Mulliken charge analysis, in e, for atoms 1 through 8: number 1, C, carries -0.7375; number 2, C, carries -0.5307; number 3, C, carries 0.7279; number 4, C, carries -0.3378; number 5, O, carries -0.4382; number 6, C, carries -0.2655; number 7, C, carries -0.6880; number 8, H, carries 0.2348